No. 1
DFT (the ωB97M-V functional and the def2-TZVPD basis) results for C32H61Cl28N6O2S as an isolated structure in a non-equilibrium geometry.

Summary:
HOMO (eV): -10.7
F_max (eV/Å): 4.6
Charge: +1

Positions of all 130 atoms, in Å:
H (7.74, -3.35, 0.35)
N (-8.09, -1.01, 4.56)
Cl (-11.68, 0.69, 6.84)
H (-10.84, 1.58, 4.84)
H (-5.59, -4.72, -4.66)
N (3.16, -1.14, -3.08)
C (-0.68, 2.52, 1.05)
O (7.26, -2.63, -1.48)
H (-4.01, 0.31, 1.51)
N (3.25, 0.19, -2.85)
H (-9.87, 0.20, 5.42)
H (-7.23, 2.98, 7.75)
Cl (-9.21, 2.22, 6.41)
H (-2.65, 5.61, 10.12)
H (3.81, 2.11, -3.32)
H (5.86, 0.95, -2.49)
C (-2.78, 1.89, 2.34)
H (-5.96, 1.78, 7.47)
H (6.41, -7.68, 3.13)
H (11.58, -2.61, -3.90)
N (1.95, -0.73, -1.31)
H (7.00, 4.36, -5.99)
H (-4.24, -0.76, 3.55)
H (5.73, -4.65, -1.01)
H (-4.92, 1.68, 2.10)
C (1.06, -2.70, -5.12)
C (7.03, 3.70, -6.84)
C (-2.54, -5.14, -6.80)
H (-3.69, 0.64, 4.43)
C (-7.70, -2.64, 3.24)
H (5.44, -2.17, -2.30)
Cl (-9.00, 6.08, 7.29)
O (-6.62, -1.80, 3.13)
H (1.09, -3.22, -4.18)
N (-8.57, -2.20, 4.06)
Cl (-4.16, -1.84, 0.22)
C (-5.34, -3.16, 0.27)
Cl (-7.66, -5.21, -5.64)
Cl (2.58, -1.80, -5.30)
H (5.34, -0.91, -4.74)
Cl (9.84, -2.42, -5.46)
Cl (0.11, 0.74, -4.05)
Cl (-4.15, -5.78, -6.47)
H (5.92, -4.68, 0.74)
H (0.01, 2.31, 1.87)
Cl (-5.11, -4.28, -1.08)
H (-0.54, 1.73, -0.93)
H (1.97, 2.44, 0.67)
H (3.60, -1.66, -3.83)
Cl (-6.07, -6.85, -3.80)
Cl (2.77, 0.11, 2.83)
Cl (-5.56, 3.78, 6.32)
C (6.13, -0.33, -4.25)
C (4.43, 0.65, 2.59)
H (-10.79, 5.84, 5.78)
C (-1.32, 1.13, -5.02)
H (10.02, -2.22, -3.13)
H (0.84, 5.76, -1.28)
H (4.93, -7.31, 4.05)
H (1.92, 7.11, -0.84)
Cl (6.04, -5.37, 3.35)
H (4.75, -3.59, 0.03)
C (10.68, -2.01, -3.96)
C (-3.33, 6.07, 10.82)
C (6.86, -2.97, -0.17)
Cl (-9.06, 6.66, 4.41)
H (0.19, 3.35, -0.74)
H (1.35, 0.82, 0.53)
H (2.13, -2.71, -2.10)
H (-2.09, -5.70, -7.61)
C (-4.07, 1.04, 2.32)
C (7.03, -1.19, -3.37)
H (6.52, -2.09, 0.38)
H (-1.03, 3.54, 1.21)
H (3.74, 1.04, -4.71)
C (4.04, 1.10, -3.66)
H (-9.50, 4.63, 5.52)
H (-1.04, 1.89, -5.73)
Cl (5.43, 3.68, -7.59)
Cl (-3.89, 4.84, 11.95)
C (-9.72, 5.67, 5.73)
Cl (11.13, -0.30, -3.90)
C (5.74, -4.02, -0.12)
H (5.97, 1.80, -4.03)
H (6.76, 0.03, -5.07)
H (-5.21, -3.70, 1.20)
N (2.28, 1.61, -1.19)
H (-1.94, -5.23, -5.89)
H (-3.05, 2.95, 2.28)
H (7.97, -0.67, -3.18)
C (-1.83, 1.52, 1.19)
H (7.75, 4.05, -7.57)
C (1.45, 1.76, -0.01)
H (0.24, -2.00, -5.15)
Cl (-1.91, -0.28, -5.88)
H (5.02, 0.36, 3.46)
C (-6.49, -5.21, -4.32)
C (-4.37, 0.32, 3.65)
H (-6.92, -4.68, -3.48)
C (1.79, 6.04, -0.84)
H (7.30, -2.09, -3.94)
Cl (1.83, 5.45, 0.82)
Cl (-5.40, 3.27, 9.20)
Cl (4.53, 2.41, 2.40)
Cl (4.56, -7.32, 1.73)
H (-2.39, 1.41, 0.26)
C (-10.40, 1.10, 5.70)
H (-4.19, 6.47, 10.30)
C (-6.94, -0.82, 3.98)
Cl (0.83, -3.88, -6.40)
H (-2.26, 1.75, 3.29)
C (6.40, -1.68, -2.08)
C (0.08, 2.36, -0.29)
H (-6.33, -2.73, 0.21)
H (-2.11, 1.49, -4.36)
C (2.38, -1.66, -2.14)
H (6.27, -0.85, -1.37)
S (-6.04, 0.64, 4.30)
C (5.56, 0.92, -3.54)
C (2.49, 0.42, -1.75)
Cl (-2.49, 7.40, 11.63)
Cl (3.09, 5.31, -1.82)
H (2.71, 2.43, -1.59)
Cl (7.52, 2.09, -6.29)
H (-1.44, 0.53, 1.45)
H (4.82, 0.19, 1.69)
Cl (-2.58, -3.43, -7.27)
C (-6.16, 2.82, 7.67)
C (5.53, -7.05, 3.18)
H (-7.73, -3.55, 2.67)



No. 2
DFT (the ωB97M-V functional and the def2-TZVPD basis) results for a 3-piece molecular cluster, C32H62BN7O5P2S2 overall in a non-equilibrium geometry.

Summary:
HOMO (eV): -7.6
F_max (eV/Å): 8.0
SMILES string: OCCOCOCBCCCSC(=S)N(c1ccccc1)c1ccccc1.CN(C)P(=O)(N(C)C)N(C)C.CN(C)P(=O)(N(C)C)N(C)C

Positions of all 111 atoms, in Å:
H (-2.73, 3.85, -3.03)
O (3.75, 0.43, -4.22)
C (-0.72, 1.43, -4.66)
H (-2.30, 2.99, 8.90)
C (0.48, -1.57, -4.35)
C (-3.12, 0.81, -4.84)
C (4.82, -0.36, -4.74)
H (-1.51, 2.70, 3.20)
N (-0.30, -1.03, 6.96)
H (-0.03, 0.36, 9.76)
H (-0.64, 1.95, 10.10)
H (-0.35, -1.66, -1.29)
H (0.91, -0.31, 0.08)
H (1.00, -0.59, -4.35)
C (-1.06, 2.65, -3.91)
H (-0.26, 3.36, -3.58)
H (2.20, 3.15, -5.40)
H (-0.87, 1.12, 2.89)
O (-2.69, 1.21, -0.74)
H (3.57, 2.34, -3.46)
H (5.17, 0.07, -5.72)
C (0.97, -0.48, 7.42)
H (1.07, 0.59, 7.18)
H (-3.46, 1.66, 9.12)
H (1.10, -0.63, 8.49)
H (-0.35, -2.59, 8.88)
H (-1.80, -3.23, 9.57)
H (-4.58, 2.16, -3.86)
H (-3.95, 0.14, -5.15)
S (-0.38, 1.04, -7.89)
H (-1.63, 0.54, 10.49)
H (-3.04, 2.24, 7.50)
C (3.99, 1.85, -4.39)
H (0.17, -0.62, 4.92)
H (-2.52, -2.53, 2.93)
H (0.58, -2.26, 5.49)
C (8.34, -0.62, -4.09)
C (1.46, 0.82, -7.93)
C (-0.76, -1.76, -5.09)
C (-2.20, -1.98, 2.04)
H (9.22, 0.07, -4.20)
C (-1.79, 1.69, 2.89)
H (-1.12, -1.87, 2.15)
C (-3.51, -1.56, 8.85)
H (-1.23, -5.18, -4.31)
H (-4.87, 0.00, 2.23)
H (-3.93, -2.14, 8.02)
C (0.50, -3.95, -3.57)
C (0.07, 0.21, 0.55)
H (0.25, 0.11, 1.62)
H (-1.61, -3.25, 7.81)
H (1.82, -1.01, 6.97)
P (-2.71, 0.38, 0.55)
C (3.52, 2.26, -7.18)
C (-1.10, -0.87, -1.22)
H (4.19, 3.14, -7.45)
H (1.75, 0.16, -8.81)
H (2.07, -2.40, -3.01)
N (-1.54, 1.07, 8.42)
O (8.57, -1.38, -2.89)
H (4.36, -1.37, -4.97)
H (-3.72, -2.07, 9.79)
C (-3.49, 2.00, -4.08)
H (-2.40, -2.61, 1.17)
O (5.86, -0.60, -3.81)
H (-2.29, -3.28, -5.66)
N (-2.06, -1.34, 8.67)
H (-4.74, -1.57, 1.43)
N (-1.47, -0.75, -5.87)
H (2.53, 2.35, -9.16)
H (0.13, 1.27, 0.26)
C (2.23, 2.18, -8.09)
H (6.98, 0.87, -4.93)
C (-4.31, -0.94, 2.21)
H (-3.25, 3.63, 2.03)
N (-2.44, 1.72, 1.59)
H (8.28, -1.31, -4.98)
N (-2.87, -0.69, 1.96)
C (-0.74, -4.19, -4.32)
C (-0.15, -1.45, 5.57)
H (5.08, 2.13, -4.41)
N (-1.20, -0.39, 0.17)
C (-3.57, 2.65, 1.67)
P (-1.80, -0.22, 7.31)
C (-2.64, 2.03, 8.49)
H (-4.35, 2.28, 2.34)
H (8.26, -0.83, -2.15)
H (0.36, 1.27, -4.86)
B (3.14, 2.47, -5.63)
H (-4.02, 2.81, 0.69)
H (-4.47, -1.41, 3.18)
C (7.01, 0.23, -4.00)
C (-0.94, 0.96, 9.75)
C (-1.71, 0.49, -5.15)
C (-0.92, -0.56, -7.19)
H (-2.05, -1.31, -1.54)
H (1.84, 0.28, -7.02)
H (4.15, 1.34, -7.38)
C (-2.47, 2.93, -3.61)
C (-1.36, -3.11, -5.07)
H (-0.83, -0.07, -1.91)
S (-0.79, -1.90, -8.17)
H (-2.44, 1.28, 3.68)
H (-1.10, -1.84, 5.18)
H (1.00, -4.76, -2.98)
H (-4.04, -0.60, 8.88)
H (1.53, 3.00, -7.79)
H (7.07, 0.94, -3.12)
O (-1.70, 0.66, 6.07)
C (-1.42, -2.66, 8.72)
C (1.13, -2.64, -3.57)



No. 3
DFT (the ωB97M-V functional and the def2-TZVPD basis) results for a 3-piece molecular cluster, C32H62F2NO8 overall in a non-equilibrium geometry.

Summary:
HOMO (eV): -4.6
F_max (eV/Å): 5.7
Charge: -1

Positions of all 105 atoms, in Å:
C (-2.45, -4.06, -0.07)
H (-4.58, -1.86, -5.15)
H (4.02, -1.94, -1.85)
C (7.65, 3.26, 3.88)
C (1.14, -2.84, 2.53)
O (-8.48, 2.09, 1.24)
C (4.22, -0.84, -2.13)
O (-10.24, 3.47, 0.82)
C (1.06, -0.34, -0.09)
H (-8.54, 6.00, 2.98)
O (10.08, 0.86, 4.55)
C (3.58, 0.12, 1.91)
H (11.97, -0.91, 2.38)
H (-9.23, 5.63, 0.00)
H (0.38, 0.29, -0.76)
H (-6.50, 1.74, -2.16)
H (4.51, -0.84, -3.23)
H (-5.63, 0.31, -5.06)
H (0.46, -2.39, -0.95)
H (-3.15, -0.88, -4.39)
C (0.53, -1.87, 0.08)
H (5.06, -1.13, 0.77)
C (3.18, 1.50, -4.00)
H (0.94, 0.12, 0.97)
H (-2.12, -1.76, -2.55)
C (-9.06, 3.28, 1.01)
H (-4.68, -3.30, -3.38)
H (-3.14, -4.90, -0.45)
C (-3.04, -2.69, -0.67)
H (-3.49, 1.00, -3.01)
C (-8.56, 5.57, 0.86)
C (3.24, 0.71, 0.43)
H (-2.86, -3.19, 2.03)
H (-4.92, 2.56, -1.49)
H (-10.05, 0.96, 0.43)
H (3.90, 1.02, 2.55)
C (4.77, -0.96, 1.87)
O (8.68, 2.53, 4.54)
H (2.48, 2.84, -5.66)
F (4.38, 2.34, -4.21)
H (-7.67, 6.16, 0.63)
H (-1.00, -2.23, 2.52)
C (1.73, -0.85, -2.83)
H (-9.47, 7.16, 2.00)
C (-4.59, 1.22, -3.29)
C (9.05, 1.41, 3.89)
O (0.62, -0.12, -3.27)
H (1.49, -3.87, 0.58)
C (10.62, -0.33, 3.96)
C (-0.40, -3.14, 2.85)
H (1.97, 2.04, -2.20)
H (-0.53, -3.20, 4.00)
H (6.78, 2.63, 3.67)
H (-8.83, 0.08, 1.37)
H (-5.25, 0.77, -1.14)
H (4.26, 0.96, -0.04)
C (-5.26, -0.06, -4.04)
C (11.49, -0.01, 2.76)
H (7.34, 4.06, 4.55)
N (2.51, -0.25, -0.41)
H (5.04, -0.48, -1.43)
H (4.49, -1.97, 2.34)
C (2.00, 2.28, -4.78)
O (-8.11, 4.22, 1.05)
H (1.75, -3.72, 2.98)
C (-2.44, -4.14, 1.53)
H (5.67, -0.49, 2.42)
H (-2.44, -3.57, -2.73)
H (9.82, -1.03, 3.70)
H (-10.00, 1.09, 2.23)
C (-4.21, -1.28, -4.23)
H (3.43, 0.50, -4.48)
C (-9.41, 1.00, 1.32)
O (1.88, -2.06, -3.24)
H (-10.13, 5.55, 2.36)
H (-4.17, -2.66, -0.45)
H (1.17, 1.56, -5.12)
O (8.54, 0.98, 2.88)
H (-3.16, -4.99, 1.85)
H (3.78, 2.00, -1.93)
H (12.26, 0.72, 3.03)
H (-4.56, 2.11, -4.01)
C (-9.21, 6.11, 2.12)
C (2.78, -0.10, -1.87)
C (1.51, -2.78, 0.97)
H (8.04, 3.70, 2.96)
H (1.45, -1.92, 3.14)
C (2.92, 1.40, -2.40)
H (-6.17, -0.35, -3.42)
H (10.91, 0.44, 1.96)
H (-0.55, -1.85, 0.47)
F (2.57, 1.98, 0.63)
H (-5.04, -1.82, -2.23)
C (-0.96, -4.46, 2.12)
C (-4.29, -2.29, -2.97)
H (2.62, -2.46, 0.91)
H (-2.60, -1.75, -0.19)
H (-1.42, -4.27, -0.55)
C (-5.38, 1.61, -1.93)
H (-0.99, -5.34, 2.86)
H (11.23, -0.81, 4.73)
H (2.60, -0.26, 2.34)
H (1.62, 3.09, -4.06)
H (-0.30, -4.80, 1.24)
C (-2.87, -2.60, -2.28)



No. 4
DFT (the ωB97M-V functional and the def2-TZVPD basis) results for a 9-piece molecular cluster, C32H62O27 overall in a non-equilibrium geometry.

Summary:
HOMO (eV): -10.3
F_max (eV/Å): 5.3
SMILES string: CCOC(=O)OC.CCOC(=O)OC.CCOC(=O)OC.CCOC(=O)OC.CCOC(=O)OC.COC(=O)OC.COC(=O)OC.COC(=O)OC.O=C1OCCO1

Positions of all 121 atoms, in Å:
H (-5.90, -5.96, 3.31)
H (2.29, 5.13, -2.47)
C (2.58, -3.09, 3.67)
H (-0.47, 5.68, -2.19)
H (2.67, 0.41, 2.29)
O (2.23, 0.37, 4.39)
H (4.67, -2.59, -1.80)
C (2.26, -0.92, 4.59)
H (-2.78, -8.35, 1.85)
C (4.30, -3.50, -1.30)
H (3.38, -3.45, 3.04)
H (-1.94, 6.67, -2.23)
O (-2.03, -6.73, 0.77)
H (-1.77, -7.08, 3.75)
H (2.31, 0.61, -2.88)
H (3.48, -4.00, 0.60)
C (-4.25, 2.53, 1.38)
H (3.17, 3.77, -2.71)
C (1.18, 1.90, 2.78)
H (5.04, -4.28, -1.48)
H (-4.47, 1.97, 4.55)
C (0.04, 0.90, -0.84)
O (-0.55, -5.05, 0.55)
C (-4.91, -3.22, 3.08)
C (-0.15, 2.67, -2.31)
H (-1.03, 3.24, -2.61)
H (-1.61, -0.53, 3.09)
H (0.33, 3.29, -1.55)
H (1.45, -1.76, -0.90)
C (-6.38, -4.99, 3.23)
H (-0.07, -4.90, -3.16)
H (-7.29, -5.13, 3.83)
H (-4.43, 3.60, 3.77)
H (0.47, 7.65, 1.65)
C (2.06, -1.09, -5.61)
C (-0.85, 6.69, -2.14)
H (-3.86, -1.25, 2.12)
H (3.60, -0.22, -3.85)
O (-4.31, -2.37, 3.83)
H (3.58, -2.37, 0.53)
O (-0.54, -0.22, -0.60)
H (-0.44, -1.16, -8.66)
O (2.62, -1.67, 3.53)
C (1.37, -1.77, -7.72)
O (2.83, 4.21, -0.69)
H (0.52, 2.58, -3.17)
C (-1.28, -5.69, 1.21)
H (2.36, -1.11, -2.95)
H (2.21, 4.66, 3.37)
H (3.68, 5.60, 2.87)
C (0.68, -2.24, -0.28)
O (-0.46, 7.29, -0.93)
H (1.23, -2.82, 0.45)
H (-4.07, -0.39, 3.67)
C (-2.15, -1.45, 3.35)
H (2.45, -1.87, -7.86)
H (3.23, 1.74, 3.25)
C (-4.71, 2.55, 3.67)
C (3.01, -3.92, -3.22)
C (-3.63, -1.26, 3.18)
H (2.06, 6.20, 2.56)
C (0.93, -4.91, -2.75)
H (-0.94, -1.51, 0.93)
H (1.02, -2.81, -7.76)
C (2.40, 1.04, 3.14)
O (-1.41, 9.23, -1.54)
O (3.05, -3.90, -1.89)
C (0.83, 8.46, 1.01)
H (1.63, -3.44, 3.30)
H (0.59, -0.58, 1.06)
C (-2.86, -7.27, 1.79)
O (3.22, 6.22, 0.21)
H (1.42, 9.10, 1.66)
O (1.09, -1.17, -6.47)
C (2.90, 5.10, 0.30)
C (-0.09, -1.12, 0.39)
H (1.44, 2.51, 1.92)
H (-4.22, 3.17, -1.13)
H (0.74, 0.07, -8.78)
C (-0.73, 8.61, -0.78)
O (-4.88, 3.50, 1.19)
H (-6.70, -4.66, 2.25)
H (1.03, 2.49, 3.70)
H (-3.19, -5.94, 3.52)
H (-0.01, -2.82, -0.86)
H (4.04, 5.25, -2.10)
C (-3.53, 2.39, -0.81)
C (-2.39, -6.51, 3.06)
H (-5.78, 2.61, 3.45)
C (3.16, 4.62, -2.03)
C (4.14, -3.22, 0.17)
C (0.64, -1.02, -8.83)
H (1.00, -1.33, -9.81)
H (-3.56, 1.57, -1.52)
O (-3.66, 1.80, 0.46)
C (2.67, 5.29, 2.61)
H (-3.87, -6.97, 1.53)
O (3.90, -3.57, -3.94)
O (-4.77, -3.36, 1.90)
O (-0.21, 9.12, 0.35)
H (0.88, -4.35, -1.82)
O (0.99, 1.39, -0.32)
H (0.22, 1.41, 2.59)
O (-1.55, -5.45, 2.51)
H (-0.52, 7.31, -2.98)
H (-2.52, 2.79, -0.90)
C (2.55, -0.21, -3.55)
H (1.56, 7.99, 0.34)
O (1.70, -0.23, -4.69)
H (2.75, -3.46, 4.68)
O (3.04, -1.68, -5.67)
O (1.87, -4.38, -3.67)
H (-1.80, -2.23, 2.67)
H (1.26, -5.93, -2.54)
O (2.56, 4.53, 1.45)
H (-1.82, -1.67, 4.36)
O (-0.62, 1.46, -1.83)
O (2.00, -1.33, 5.64)
O (-4.03, 1.96, 2.56)
H (5.04, -3.47, 0.72)
O (-5.63, -3.99, 3.88)



Gap between HOMO and LUMO? In order: 8.498; 6.775; 6.732; 10.714 eV.